Entry 1:
Entry from OMol25: one molecule with the formula C7H10 at a distorted geometry (ωB97M-V/def2-TZVPD).

Last columns: bonded neighbours and bond lengths (Å).
Positions of all 17 atoms, in Å:
1 C 0.081 -0.416 1.107  C5 1.459, H10 1.087, C11 1.330
2 H 1.196 1.549 -2.252  C8 1.088
3 H 0.609 2.504 0.169  C12 1.094
4 H 1.626 -0.013 -0.207  C11 1.090
5 C 0.594 -1.697 1.580  C1 1.459, H15 1.085, C17 1.336
6 H -0.895 1.669 -0.070  C12 1.096
7 H -1.839 1.401 -1.999  C9 1.088
8 C 0.186 1.588 -1.850  H2 1.088, C9 1.326, C12 1.512
9 C -0.909 1.354 -2.561  H7 1.088, C8 1.326, H14 1.082
10 H -0.951 -0.179 1.357  C1 1.087
11 C 0.713 0.376 0.245  C1 1.330, H4 1.090, C12 1.498
12 C 0.167 1.642 -0.340  H3 1.094, H6 1.096, C8 1.512, C11 1.498
13 H -1.268 -2.461 2.237  C17 1.078
14 H -0.962 0.730 -3.443  C9 1.082
15 H 1.551 -2.035 1.194  C5 1.085
16 H 0.297 -3.435 2.638  C17 1.082
17 C -0.197 -2.580 2.196  C5 1.336, H13 1.078, H16 1.082

Summary:
**Gap between HOMO and LUMO**: 9.653 eV
**Total charge**: 0
**Energy above the lowest of the compared OMol25 structures with the same formula, charge and spin**: 56.8 kcal per mole
**Structure (SMILES)**: C=C/C=C/CC=C

=====

Entry 2:
Entry from OMol25: a 13-piece molecular cluster, C5H39N2O12 overall at a distorted geometry (ωB97M-V/def2-TZVPD).

Last columns: bonded neighbours and bond lengths (Å).
Positions of all 58 atoms, in Å:
1 H -1.270 -0.959 -4.150  O52 0.970
2 O 2.896 -0.287 2.559  H22 0.993, H51 0.959
3 H 0.116 1.525 -0.617  N18 1.010
4 H 0.802 4.994 0.780  O54 0.955
5 N 2.223 -0.766 -0.252  C8 1.484, H37 1.022, H38 1.081, C39 1.451
6 H -0.430 -1.102 0.619  C25 1.115
7 H -4.288 -0.991 -1.595  O45 0.981
8 C 1.042 -0.895 -1.142  N5 1.484, H14 1.097, C25 1.532, C46 1.526
9 O -2.740 1.009 -1.462  H48 0.978, H55 0.956
10 H 4.114 -0.538 -1.286  C39 1.102
11 O -4.144 1.334 1.497  H20 0.956, H24 0.984
12 H 3.578 2.939 0.861  O56 0.957
13 O 0.005 -0.947 4.223  H34 0.987, H36 0.960
14 H 1.156 -0.384 -2.106  C8 1.097
15 H -1.060 -0.523 -0.889  C25 1.086
16 H 0.450 3.815 -0.291  O54 0.980
17 O 1.665 -3.842 1.374  H40 0.962, H49 0.959
18 N 0.145 0.858 0.141  H3 1.010, C25 1.454, C33 1.486
19 H -1.978 3.332 0.302  O31 0.971
20 H -4.085 2.154 1.985  O11 0.956
21 H -0.208 -2.786 -1.845  C46 1.095
22 H 2.833 0.703 2.514  O2 0.993
23 H -2.150 4.749 0.077  O31 0.961
24 H -3.341 1.235 0.936  O11 0.984
25 C -0.161 -0.500 -0.280  H6 1.115, C8 1.532, H15 1.086, N18 1.454
26 H 3.336 -2.232 -1.203  C39 1.106
27 H 4.236 -1.532 0.080  C39 1.108
28 O -0.901 -4.194 0.986  H41 0.959, H53 0.956
29 H 0.187 2.236 1.711  C33 1.119
30 H -2.529 -0.820 -3.164  O52 0.989
31 O -1.460 4.088 -0.018  H19 0.971, H23 0.961
32 H -0.040 0.751 2.205  C33 1.070
33 C -0.436 1.354 1.415  N18 1.486, H29 1.119, H32 1.070, H58 1.087
34 H -0.957 -0.972 4.005  O13 0.987
35 H 2.075 3.019 0.518  O56 0.979
36 H 0.210 -0.095 3.829  O13 0.960
37 H 1.904 -1.206 0.613  N5 1.022
38 H 2.265 0.305 -0.109  N5 1.081
39 C 3.509 -1.257 -0.710  N5 1.451, H10 1.102, H26 1.106, H27 1.108
40 H 1.496 -4.217 2.243  O17 0.962
41 H -1.401 -3.376 1.007  O28 0.959
42 O -0.105 1.944 -2.689  H43 0.971, H47 0.966
43 H 0.208 2.604 -3.329  O42 0.971
44 H 1.443 -2.917 -1.919  C46 1.065
45 O -3.931 -1.430 -2.396  H7 0.981, H57 0.981
46 C 0.697 -2.358 -1.402  C8 1.526, H21 1.095, H44 1.065, H50 1.135
47 H -0.800 1.386 -3.064  O42 0.966
48 H -1.919 1.509 -1.646  O9 0.978
49 H 1.030 -4.276 0.801  O17 0.959
50 H 0.659 -2.916 -0.415  C46 1.135
51 H 2.277 -0.542 3.245  O2 0.959
52 O -1.585 -0.568 -3.321  H1 0.970, H30 0.989
53 H -1.257 -4.724 1.698  O28 0.956
54 O 1.134 4.376 0.131  H4 0.955, H16 0.980
55 H -2.414 0.122 -1.315  O9 0.956
56 O 2.772 2.424 0.862  H12 0.957, H35 0.979
57 H -3.359 -2.084 -1.940  O45 0.981
58 H -1.513 1.472 1.336  C33 1.087

Summary:
**Gap between HOMO and LUMO**: 9.636 eV
**Total charge**: +1
**Energy above the lowest of the compared OMol25 structures with the same formula, charge and spin**: 84.0 kcal per mole

=====

Calculated HOMO in order - -0.3170, -0.4535 hartree